Record 1
Computed, not measured: a cluster of 5 separate species, C29H53BBr2ClN2O15 in total, with the ωB97M-V functional and the def2-TZVPD basis.

```
103
Properties=species:S:1:pos:R:3:mulliken_charge:R:1
C -1.97 2.02 -1.44 -0.814
C -1.75 1.07 -2.60 -0.367
O -0.55 0.29 -2.53 -0.358
C 0.60 1.00 -2.87 -1.612
C 1.78 0.18 -2.42 0.565
C 2.75 -0.34 -3.32 0.744
C 2.70 -0.12 -4.80 -1.029
Br 1.12 -1.00 -5.52 -0.015
C 2.85 1.36 -5.23 -0.263
C 4.19 1.65 -5.92 -1.233
N 3.79 -1.02 -2.93 -1.300
N 3.93 -1.25 -1.63 0.945
Cl 5.33 -2.12 -1.29 0.068
C 3.07 -0.86 -0.70 -0.297
C 3.28 -1.19 0.75 -0.734
Br 3.10 -3.11 1.03 0.025
C 4.53 -0.60 1.41 -0.512
C 5.02 0.68 0.74 -1.026
C 1.95 -0.11 -1.07 0.987
B 0.85 0.40 -0.02 1.308
O 0.83 1.70 0.41 -0.629
O -0.10 -0.47 0.42 -0.710
H -2.56 2.87 -1.79 0.366
H -2.46 1.55 -0.59 0.085
H -1.04 2.44 -1.08 0.237
H -1.77 1.63 -3.54 0.344
H -2.56 0.35 -2.64 0.387
H 0.65 1.97 -2.37 0.444
H 0.62 1.19 -3.94 0.626
H 3.52 -0.68 -5.24 0.573
H 2.04 1.56 -5.92 0.428
H 2.68 2.01 -4.38 0.257
H 4.88 0.82 -5.90 0.323
H 4.66 2.52 -5.46 0.339
H 4.01 1.94 -6.95 0.317
H 2.43 -0.81 1.31 0.177
H 5.32 -1.34 1.40 0.406
H 4.31 -0.41 2.46 0.496
H 4.20 1.37 0.55 0.158
H 5.59 0.49 -0.17 0.295
H 5.69 1.20 1.41 0.393
H 1.72 2.03 0.59 0.304
H 0.26 -1.34 0.61 0.226
C -1.42 -2.73 -1.50 -0.502
C -0.67 -4.02 -1.25 -0.348
O -1.46 -4.96 -0.51 -0.275
C -2.38 -5.62 -1.22 0.676
O -2.58 -5.51 -2.40 -0.562
O -3.02 -6.43 -0.38 -0.250
C -4.10 -7.17 -0.97 -0.764
H -1.78 -2.31 -0.56 0.234
H -0.76 -2.00 -1.97 -0.097
H -2.27 -2.88 -2.15 0.573
H 0.21 -3.85 -0.63 0.066
H -0.34 -4.47 -2.19 0.415
H -3.75 -7.71 -1.85 0.331
H -4.92 -6.51 -1.24 0.333
H -4.43 -7.88 -0.22 0.229
C -0.13 -4.50 6.35 -1.069
C -1.30 -5.47 6.37 -0.187
O -2.40 -5.00 5.59 -0.393
C -2.29 -5.16 4.27 0.782
O -1.36 -5.67 3.70 -0.575
O -3.37 -4.65 3.70 -0.403
C -3.37 -4.73 2.27 -0.517
H -0.46 -3.51 6.66 0.297
H 0.65 -4.84 7.02 0.358
H 0.28 -4.42 5.34 0.284
H -1.69 -5.58 7.38 0.296
H -1.00 -6.46 6.03 0.307
H -3.19 -5.74 1.92 0.318
H -2.62 -4.06 1.86 0.162
H -4.36 -4.40 1.95 0.336
C 3.88 7.22 3.41 -1.077
C 5.24 6.85 2.86 -0.167
O 6.00 6.06 3.79 -0.353
C 5.67 4.78 3.88 0.791
O 4.83 4.21 3.23 -0.561
O 6.43 4.22 4.81 -0.331
C 6.16 2.84 5.07 -0.414
H 3.99 7.72 4.37 0.296
H 3.37 7.90 2.72 0.358
H 3.26 6.34 3.56 0.298
H 5.84 7.73 2.69 0.294
H 5.16 6.31 1.91 0.282
H 6.18 2.26 4.15 0.067
H 5.19 2.73 5.55 0.288
H 6.94 2.50 5.74 0.245
C -8.81 4.92 -2.24 -1.103
C -7.51 4.68 -2.96 -0.190
O -6.50 4.12 -2.10 -0.352
C -6.62 2.82 -1.86 0.768
O -7.45 2.08 -2.32 -0.548
O -5.64 2.47 -1.02 -0.318
C -5.68 1.09 -0.63 -0.652
H -8.65 5.53 -1.35 0.298
H -9.52 5.43 -2.89 0.359
H -9.26 3.98 -1.92 0.312
H -7.09 5.62 -3.31 0.290
H -7.64 4.04 -3.83 0.318
H -5.71 0.44 -1.50 0.325
H -6.53 0.89 0.01 0.363
H -4.76 0.91 -0.07 0.138
```

* 2S+1: 1
* total charge: +1

Record 2
Computed, not measured: a cluster of 2 separate species, C29H53F6I2N2O10P3 in total at a distorted geometry, with the ωB97M-V functional and the def2-TZVPD basis.

```
105
Properties=species:S:1:pos:R:3:mulliken_charge:R:1
H -1.65 3.97 4.11 0.332
N -0.99 4.14 3.31 -0.731
C -0.71 2.93 2.66 0.096
C 0.32 3.04 1.36 -0.144
C 0.81 1.53 0.82 0.213
O 1.68 1.77 -0.28 -0.321
C 1.69 0.84 -1.40 0.534
C 2.00 1.82 -2.69 -0.850
C 2.27 1.16 -4.13 -0.737
C 2.13 -0.44 -4.32 -0.452
I 1.05 2.09 -5.75 0.015
O 0.55 -0.05 -1.55 -0.078
C -0.57 0.44 -2.31 -0.769
C -1.33 1.78 -1.76 1.630
C -2.57 1.44 -0.69 -0.794
C -2.10 2.50 -3.06 0.367
C -2.66 4.03 -2.67 -1.028
C -3.34 1.53 -3.61 -0.955
C 2.96 -0.20 -1.05 0.457
O 2.54 -1.57 -1.35 0.137
C 3.58 -2.58 -1.15 0.081
C 4.14 -2.72 0.40 -0.590
C 3.00 -2.55 1.56 0.262
C 2.63 -3.92 2.38 -0.987
I 4.36 -4.94 3.29 -0.001
C 2.86 -4.05 -1.47 -0.401
O 2.94 -5.10 -0.60 -0.529
C 2.03 -4.38 -2.87 0.965
F 2.41 -5.80 -3.22 -0.293
F 2.64 -3.55 -3.97 -0.291
C 0.41 -4.22 -2.75 0.442
F -0.19 -4.95 -3.92 -0.306
F -0.10 -2.83 -2.83 -0.208
C -0.26 -4.90 -1.41 0.854
F -1.76 -4.83 -1.62 -0.309
F -0.03 -4.10 -0.15 -0.227
C 0.09 -6.49 -1.19 0.177
O 0.11 -7.42 -2.18 -0.446
O 0.44 -6.91 0.20 -0.442
P 4.64 0.33 -1.75 -0.260
P 5.46 1.97 -0.49 0.907
O 4.96 3.40 -0.93 -0.620
O 7.22 1.83 -0.45 -0.545
O 4.93 1.57 1.16 -0.466
P 1.62 0.75 2.41 0.824
C 2.48 2.08 3.48 -1.256
C 0.37 -0.31 3.38 -0.872
H -1.22 1.95 3.04 0.038
H 1.26 3.74 1.60 0.340
H -0.29 3.63 0.53 0.191
H -0.19 0.95 0.68 -0.353
H 1.10 2.60 -2.82 0.286
H 2.93 2.53 -2.43 0.184
H 3.39 1.45 -4.44 0.557
H 3.09 -0.95 -3.82 -0.040
H 1.12 -0.93 -4.02 0.048
H 2.27 -0.66 -5.49 0.507
H -1.40 -0.42 -2.29 0.146
H -0.38 0.61 -3.47 -0.045
H -0.58 2.58 -1.36 -0.551
H -3.53 2.07 -0.88 0.293
H -2.88 0.30 -0.86 0.206
H -2.25 1.64 0.43 -0.272
H -1.39 2.66 -3.98 -0.049
H -3.41 4.37 -3.52 0.347
H -3.10 4.09 -1.59 0.177
H -1.72 4.73 -2.72 0.307
H -4.30 1.77 -2.95 0.271
H -3.57 1.68 -4.75 0.303
H -3.12 0.38 -3.45 0.217
H 3.10 -0.16 0.13 -0.163
H 4.47 -2.53 -1.94 0.312
H 4.90 -1.81 0.54 0.245
H 4.82 -3.69 0.52 0.513
H 2.00 -2.02 1.17 -0.184
H 3.44 -1.79 2.37 0.244
H 1.95 -4.68 1.78 0.184
H 1.95 -3.58 3.30 0.436
H -0.35 -6.70 0.80 0.365
H 5.63 -0.71 -1.63 0.163
H 7.58 2.53 0.20 0.353
H 4.31 2.33 1.38 0.285
H 1.65 2.47 4.25 0.353
H 3.34 1.62 4.17 0.313
H 2.89 3.00 2.90 0.335
H 0.01 0.24 4.35 0.358
H 0.88 -1.34 3.65 0.186
H -0.55 -0.54 2.66 0.200
C -4.35 2.56 2.87 -0.777
O -4.72 1.41 2.13 -0.323
C -4.96 0.25 2.93 -0.654
C -6.37 0.18 3.55 0.312
C -6.54 1.09 4.77 -1.370
N -7.41 0.50 2.57 -0.757
H -3.73 2.31 3.74 0.272
H -5.23 3.12 3.17 0.257
H -3.76 3.21 2.21 0.348
H -4.85 -0.60 2.24 0.328
H -4.17 0.13 3.68 0.370
H -6.53 -0.85 3.90 0.423
H -6.63 2.15 4.49 0.270
H -7.45 0.82 5.32 0.346
H -5.69 0.99 5.46 0.339
H -7.35 -0.17 1.80 0.282
H -7.16 1.39 2.13 0.341
```

* 2S+1: 1
* structure (SMILES): [H]/N=C/C[C@@H](O[C@](C[C@@H](C)I)(OC[C@H](C)C(C)C)[C@@H](O[C@@H](CCCI)C(=O)C(F)(F)C(F)(F)C(F)(F)C(=O)O)PP(=O)(O)O)P(C)C.COC[C@@H](C)N

Let's list HOMO-LUMO gap in order: 7.303 6.613 eV.